A:
Here is a 2-piece molecular cluster, C3H6FNO2 overall from the Open Molecules 2025 dataset. Energies are from the ωB97M-V functional and the def2-TZVPD basis.

Last column: natural (NBO) charge in e.
Atoms and positions in Å:
H: 2.253 1.226 1.235  0.490
H: 1.630 -0.708 -1.188  -0.208
N: -0.602 -0.873 0.385  -0.591
H: -0.624 -1.803 0.659  0.399
H: -1.421 0.420 -0.952  0.258
H: -1.261 -1.376 -1.514  0.203
O: -0.294 1.988 -0.177  -0.546
O: 1.827 1.824 0.706  -0.652
F: 1.407 -0.537 1.328  -0.323
C: 0.524 -0.111 0.482  0.508
C: -1.495 -0.667 -0.754  -0.441
H: -2.559 -0.737 -0.504  0.208
C: 0.614 1.354 0.294  0.694

Summary:
Multiplicity: 1
Total charge: 0

B:
Here is one molecule with the formula C3H6FNO2 from the Open Molecules 2025 dataset. Energies are from the ωB97M-V functional and the def2-TZVPD basis.

Last column: natural (NBO) charge in e.
Atoms and positions in Å:
H: -1.081 -1.956 -1.196  0.201
H: -2.959 0.440 0.211  0.485
F: -0.406 1.726 -0.610  -0.367
O: -2.430 -0.261 0.648  -0.695
H: 2.511 0.237 -0.810  0.349
H: -0.463 1.403 1.363  0.173
C: -0.545 -1.118 -0.693  -0.436
O: 1.122 0.678 0.730  -0.443
N: 2.159 -0.274 0.048  -0.526
H: 0.490 -1.130 -0.895  0.235
C: -0.242 0.922 0.505  0.421
H: 2.990 -0.417 0.581  0.365
C: -1.144 -0.251 0.118  0.238

Summary:
Structure (SMILES): C=C(O)[C@H](F)ON
Multiplicity: 1
Total charge: 0

C:
Here is a 2-piece molecular cluster, C3H6FNO2 overall from the Open Molecules 2025 dataset. Energies are from the ωB97M-V functional and the def2-TZVPD basis.

Last column: natural (NBO) charge in e.
Atoms and positions in Å:
H: 1.466 -0.445 -2.310  0.559
H: -0.697 -0.191 -2.003  0.516
H: -0.060 0.996 2.277  0.245
C: -1.362 0.610 -0.256  0.748
N: 0.824 -0.183 -0.429  -0.683
H: 1.797 -0.493 -0.148  0.370
H: 1.049 -0.123 2.417  0.226
O: -2.191 1.183 0.297  -0.515
H: -0.713 -0.650 2.386  0.248
C: -0.048 0.086 0.418  0.249
C: 0.005 0.023 1.954  -0.687
F: 1.459 -0.935 -3.050  -0.570
O: -1.529 0.122 -1.552  -0.706

Summary:
Structure (SMILES): [H]/N=C(\C)C(=O)O.F
Multiplicity: 1
Total charge: 0

The relative energies come out as A 75.9; B 83.8; C 0.0, with values in kcal/mol.

A:
Here is a 8-piece molecular cluster, C14H44O8 overall from the Open Molecules 2025 dataset. Energies are from the ωB97M-V functional and the def2-TZVPD basis.

Last column: natural (NBO) charge in e.
Atoms and positions in Å:
C: -2.110 -0.600 -9.674  -0.632
O: -1.073 1.358 5.732  -0.732
H: -1.655 0.658 3.897  0.159
C: 4.711 -3.534 7.231  -0.626
C: 3.684 4.623 -5.986  -0.060
H: 4.285 5.579 -3.970  0.216
H: 0.719 -0.223 -1.602  0.468
C: -0.254 2.491 3.915  -0.630
H: -6.459 4.312 -2.285  0.180
O: -5.793 4.264 -4.236  -0.736
H: 2.913 -2.894 -0.812  0.214
O: -1.418 4.792 -3.183  -0.941
H: -2.088 -1.543 -10.220  0.218
H: -0.304 -0.731 -8.338  0.156
O: 4.745 5.000 -6.917  -0.740
H: -0.537 -7.162 8.011  0.165
H: 4.386 5.391 -7.717  0.470
H: 4.050 -1.961 0.007  0.220
O: -1.916 -1.505 -7.577  -0.728
O: 1.053 -1.027 -1.198  -0.721
C: 2.981 -1.992 -0.204  -0.632
H: -6.466 1.590 -3.986  0.214
H: 2.516 0.112 -0.250  0.158
H: -1.511 5.257 -2.351  0.467
H: 2.916 5.366 -6.204  0.161
H: -1.514 0.406 -7.817  0.152
H: 3.840 -1.556 7.700  0.157
C: -1.377 -5.793 6.551  -0.631
H: 3.863 -3.922 6.668  0.200
H: -6.549 1.816 -2.268  0.201
H: 3.156 3.728 -6.315  0.165
H: -2.309 -5.698 5.995  0.205
C: -1.420 -7.110 7.374  -0.056
H: 0.018 0.456 4.176  0.174
H: -0.554 -5.727 5.839  0.206
H: 3.185 -2.769 8.719  0.165
O: 5.154 -2.125 9.012  -0.735
H: -1.540 -1.509 -6.694  0.467
H: 3.406 4.106 -3.841  0.217
C: -6.557 3.737 -3.205  -0.066
H: 5.114 -1.185 9.205  0.466
H: -3.172 -0.407 -9.527  0.214
H: 5.133 4.297 -4.327  0.222
C: -0.810 1.128 4.402  -0.052
H: -1.213 -4.938 7.208  0.211
H: -0.855 3.378 4.115  0.198
H: -0.198 2.280 2.848  0.198
H: -1.790 0.156 -10.392  0.209
H: 5.386 -3.149 6.466  0.214
C: -6.165 2.264 -3.184  -0.636
H: 5.161 -4.363 7.778  0.218
O: -2.525 -7.089 8.231  -0.729
H: -3.183 -7.741 7.981  0.471
H: -1.668 2.086 5.922  0.473
C: 4.088 -2.509 8.167  -0.060
H: -6.166 4.122 -5.109  0.474
C: -1.374 -0.526 -8.365  -0.056
H: 0.780 2.657 4.218  0.213
H: -7.625 3.912 -3.334  0.156
H: 2.869 -0.706 -1.800  0.152
C: 4.109 4.635 -4.485  -0.651
C: 2.381 -0.801 -0.830  -0.066
H: 2.430 -2.246 0.702  0.206
H: -2.303 4.774 -3.548  0.474
H: -1.491 -7.980 6.721  0.158
H: -5.084 2.292 -3.043  0.213

Summary:
Structure (SMILES): CCO.CCO.CCO.CCO.CCO.CCO.CCO.O
Multiplicity: 1
Total charge: 0

B:
Here is a 8-piece molecular cluster, C14H44O8 overall from the Open Molecules 2025 dataset. Energies are from the ωB97M-V functional and the def2-TZVPD basis.

Last column: natural (NBO) charge in e.
Atoms and positions in Å:
H: 1.626 -0.967 2.806  0.213
H: -0.862 3.642 0.116  0.191
H: 3.487 0.311 -3.052  0.211
H: 4.075 -3.777 2.968  0.463
C: -3.090 2.045 1.596  0.098
H: -0.365 0.630 -3.403  0.474
H: -1.191 1.615 1.998  0.498
C: -4.233 1.941 2.584  -0.629
H: -4.105 -2.461 0.271  0.199
H: 5.196 0.060 -3.523  0.206
C: -0.018 3.503 -0.563  -0.635
H: -1.671 -1.080 -4.237  0.161
C: -3.491 1.887 0.156  -0.633
C: -0.188 -2.113 -3.039  -0.641
O: 3.607 -3.006 2.638  -0.733
O: -0.944 0.202 -2.765  -0.748
O: -2.019 1.129 1.916  -0.776
O: 4.716 0.124 -0.717  -0.742
O: 0.315 5.880 -0.624  -0.724
H: 0.666 -1.880 -3.678  0.202
H: -0.358 0.074 -0.685  0.491
H: -0.835 0.161 0.770  0.490
H: 5.435 -1.585 -1.659  0.157
C: 1.459 -1.961 2.388  -0.635
H: -2.638 2.069 -0.495  0.225
H: -2.472 -1.867 0.311  0.219
H: 3.112 0.708 0.226  0.486
H: 1.643 0.459 0.588  0.488
H: 2.263 -2.865 4.174  0.154
H: -2.829 -3.543 0.833  0.208
H: -0.173 2.608 -1.166  0.211
H: 0.889 3.333 0.021  0.244
H: 4.004 -1.223 -3.708  0.209
H: 1.709 -1.886 1.332  0.215
H: -0.539 -3.114 -3.302  0.216
H: -4.569 0.904 2.706  0.208
H: 0.149 -2.133 -2.001  0.226
H: 0.408 -2.223 2.526  0.228
H: 5.524 0.617 -0.883  0.478
C: 3.384 -1.772 -1.181  -0.637
H: -3.964 2.266 3.588  0.220
H: -2.674 3.055 1.710  0.168
C: 2.259 -3.038 3.091  -0.058
H: 0.567 6.616 -1.188  0.467
O: -2.306 -1.545 2.929  -0.746
H: 2.432 -1.259 -1.315  0.207
C: 0.173 4.720 -1.443  -0.058
O: 2.357 1.109 0.673  -0.996
C: -3.169 -2.509 0.847  -0.639
H: -2.184 -1.385 -2.612  0.181
C: 4.320 -0.397 -3.063  -0.633
H: 3.532 -1.970 -0.116  0.243
C: -1.309 -1.109 -3.201  -0.063
C: -3.465 -2.032 2.263  -0.058
H: -4.218 -1.233 2.230  0.146
H: -3.961 0.922 -0.033  0.211
H: -3.912 -2.816 2.875  0.170
H: -4.210 2.673 -0.097  0.214
O: -0.115 -0.173 0.214  -0.984
H: -5.076 2.517 2.205  0.218
H: -2.306 -0.583 2.875  0.493
C: 4.555 -0.928 -1.662  0.098
H: 1.801 -4.014 2.898  0.149
H: 3.404 -2.739 -1.683  0.210
H: -0.664 4.847 -2.146  0.147
H: 1.055 4.559 -2.080  0.154

Summary:
Structure (SMILES): CC(C)O.CC(C)O.CCO.CCO.CCO.CCO.O.O
Multiplicity: 1
Total charge: 0

The relative energies come out as A 97.2; B 0.0, with values in kcal/mol.

A:
Here is an isolated ion of composition C4H5N2O and charge +1 from the Open Molecules 2025 dataset. Energies are from the ωB97M-V functional and the def2-TZVPD basis.

Last column: natural (NBO) charge in e.
Atoms and positions in Å:
O: -1.516 -1.487 0.062  -0.386
H: -1.729 2.545 -0.010  0.459
H: 1.090 -1.968 0.142  0.300
H: 0.975 -0.816 -1.459  0.311
C: -0.592 -0.748 -0.138  0.490
C: 1.788 0.154 0.002  0.017
H: -2.920 1.359 0.138  0.469
C: 0.784 -1.018 -0.368  -0.555
N: 1.441 1.326 -0.011  -0.149
N: -1.891 1.509 -0.129  -0.681
H: 2.834 0.020 0.180  0.270
C: -0.901 0.819 -0.295  0.456

Summary:
Multiplicity: 1
Total charge: +1

B:
Here is an isolated ion of composition C4H5N2O and charge +1 from the Open Molecules 2025 dataset. Energies are from the ωB97M-V functional and the def2-TZVPD basis.

Last column: natural (NBO) charge in e.
Atoms and positions in Å:
H: -2.635 -0.724 0.157  0.465
O: -1.360 1.752 0.132  -0.346
N: -1.656 -0.531 0.055  -0.576
C: -0.827 -1.578 -0.036  0.454
C: 0.566 0.009 0.138  0.437
C: 1.700 0.889 -0.034  -0.718
H: 2.641 0.498 0.057  0.282
C: -0.897 0.650 0.134  0.594
H: -1.284 -2.626 -0.223  0.272
H: 1.547 1.846 0.558  0.290
H: 1.758 1.115 -1.066  0.309
N: 0.447 -1.301 0.130  -0.464

Summary:
Structure (SMILES): CC1=NC=[NH+]C1=O
Multiplicity: 1
Total charge: +1

The relative energies come out as A 88.1; B 0.0, with values in kcal/mol.

A:
Here is C12H23MnN5O6S as an isolated structure from the Open Molecules 2025 dataset. Energies are from the ωB97M-V functional and the def2-TZVPD basis.

Last column: Löwdin spin population.
Atoms and positions in Å:
C: -1.338 -1.913 3.442  0.002
H: -1.385 -2.824 4.011  0.000
H: -3.998 1.299 -2.258  0.000
C: -2.259 1.013 -1.165  0.007
H: 3.929 2.081 2.367  0.008
C: 2.984 1.693 2.764  0.020
C: 1.030 1.142 -1.628  -0.092
H: -1.672 1.360 2.251  0.000
C: 2.212 0.983 1.706  0.133
Mn: 0.195 0.416 -0.132  3.135
H: 0.675 2.184 -1.660  0.009
N: 1.057 1.476 1.167  0.158
O: 0.536 2.625 1.639  0.048
H: 4.546 -0.661 1.900  0.004
N: -0.906 -0.860 -0.978  0.140
H: 2.413 2.527 3.172  0.000
C: -1.434 0.340 2.520  0.004
H: 0.840 -2.182 -0.618  -0.001
H: 1.724 -1.786 -3.052  -0.001
H: 3.827 -2.091 1.131  0.000
H: -0.369 2.724 1.053  -0.001
H: 3.325 -1.591 2.747  0.008
H: 0.632 0.574 -2.498  0.007
O: 1.790 -1.971 -0.271  0.040
O: -0.444 -0.317 -3.806  0.306
H: -3.905 2.255 -0.764  0.000
N: 1.609 -0.777 0.338  0.149
O: -1.570 2.629 0.304  0.124
C: -0.735 -1.783 2.214  0.004
H: -3.328 -1.947 -1.714  0.002
H: -2.388 -1.543 -3.187  0.000
C: 2.535 -0.334 1.224  0.138
H: -0.566 0.333 -4.566  -0.001
N: -1.366 1.475 -0.252  0.097
H: 3.247 0.998 3.569  0.004
C: -3.343 1.881 -1.620  0.000
C: -2.915 -1.143 -2.325  0.002
H: -0.260 -2.590 1.660  0.000
O: 1.127 -2.498 -3.357  0.019
S: -2.042 -0.388 3.925  0.004
H: 0.405 -1.973 -3.792  -0.001
C: 3.617 -1.220 1.759  0.019
H: 2.119 1.039 -1.470  0.012
N: -0.778 -0.487 1.712  0.056
H: -3.729 -0.503 -2.648  0.000
H: -2.968 2.734 -2.190  0.000
O: -0.639 -2.078 -1.114  0.345
C: -2.035 -0.322 -1.512  0.090

Summary:
Multiplicity: 6
Total charge: 0

B:
Here is C12H23MnN5O6S as an isolated structure from the Open Molecules 2025 dataset. Energies are from the ωB97M-V functional and the def2-TZVPD basis.

Last column: Löwdin spin population.
Atoms and positions in Å:
H: -2.765 2.482 2.825  0.000
C: 0.250 4.118 0.511  0.012
C: -1.388 2.277 1.184  -0.040
H: -0.933 -0.667 -2.730  0.067
C: 2.518 0.202 3.271  0.002
O: 2.188 -0.437 -1.137  0.431
N: -1.020 -1.676 0.350  0.390
H: -2.465 -0.447 -1.495  0.026
H: -1.906 -4.092 -0.759  0.004
C: -2.152 3.100 2.157  -0.009
O: 1.451 0.733 -3.450  0.005
O: -1.929 -1.988 1.238  0.290
C: -0.365 -2.690 -0.285  0.102
Mn: -0.430 0.049 -0.184  2.501
C: 1.759 -3.105 -1.691  0.029
H: -1.057 -4.408 0.774  0.002
H: -1.576 1.079 -2.093  0.027
N: 0.318 1.756 -0.306  -0.076
O: -2.368 0.341 1.931  0.042
H: 2.769 -3.028 -1.269  0.007
O: 1.477 2.066 -0.918  -0.034
H: 0.943 4.321 -0.311  0.001
N: -1.602 0.949 1.033  0.082
H: -1.487 3.722 2.773  -0.002
H: 2.667 0.868 1.208  0.001
S: 1.282 -0.626 4.208  0.002
H: -0.253 -4.736 -0.779  0.000
N: 1.046 -0.914 -0.845  0.353
H: -2.825 3.791 1.629  -0.003
H: -2.226 -0.737 1.670  -0.002
H: -0.580 4.837 0.468  0.002
H: 3.457 0.537 3.677  0.000
N: 0.844 -0.139 1.714  0.045
H: 1.817 1.155 -1.271  -0.001
C: 0.307 -0.693 2.802  0.002
H: 1.783 -2.763 -2.734  0.009
C: -1.506 0.053 -1.706  0.286
C: -0.928 -4.055 -0.257  0.012
H: 0.780 4.279 1.465  0.004
C: 2.098 0.374 1.975  0.005
C: -0.280 2.737 0.417  0.062
O: -0.318 -1.170 -3.477  0.159
H: 1.445 -4.153 -1.668  0.000
C: 0.822 -2.271 -0.920  0.201
H: -0.652 -1.203 2.836  0.001
H: 1.112 1.536 -3.883  0.000
H: -0.903 -1.403 -4.214  0.003
H: 0.781 0.042 -3.734  0.001

Summary:
Multiplicity: 6
Total charge: 0

The relative energies come out as A 4.0; B 0.0, with values in kcal/mol.